A structure of composition C28H34N8O10S3Sc. Source: the OMol25 dataset; level of theory: wB97M-V/def2-TZVPD.

Last column: Mulliken charge in e.
Positions of all 84 atoms, in Å:
Sc: -0.0284 0.6256 1.8170  -0.2136
N: 7.6861 -1.3258 1.8474  -0.4808
C: 6.4976 -0.6709 1.7184  1.0970
C: 5.2829 -1.3736 1.8004  -1.0041
C: 4.0866 -0.7161 1.6410  -0.3319
C: 4.0701 0.6526 1.3907  -0.4927
C: 5.2631 1.3641 1.3133  -0.7334
C: 6.4643 0.7095 1.4705  -0.7874
S: 2.5725 1.5214 1.2456  1.9668
O: 1.6413 0.6530 0.4338  -0.1781
O: 2.8221 2.8301 0.7275  -0.7356
N: 1.7696 1.4999 2.6222  0.1903
C: 1.3484 2.6731 3.2307  0.2951
N: 2.1757 3.5433 3.7777  -0.5663
C: 1.5966 4.5906 4.3587  -0.3163
C: 0.2192 4.7550 4.4234  -0.8531
C: -0.5542 3.7813 3.8240  -0.0868
N: 0.0077 2.7428 3.2048  0.2977
H: 7.6990 -2.2656 2.2002  0.2121
H: 8.5330 -0.7980 1.9591  0.2083
H: 5.2899 -2.4380 1.9988  0.3629
H: 3.1616 -1.2678 1.7268  0.3401
H: 5.2431 2.4290 1.1248  0.5143
H: 7.3918 1.2635 1.4019  0.3283
H: 2.2618 5.3230 4.8009  0.4491
H: -0.2234 5.6070 4.9162  0.3968
H: -1.6370 3.8246 3.8371  0.5786
C: -3.5120 0.4015 -7.0938  -1.3532
C: -3.3209 0.4831 -5.5861  -0.2934
S: -4.3078 1.8148 -4.9242  1.2331
O: -3.8225 3.0512 -5.4767  -0.6516
O: -5.6900 1.4475 -5.0320  -0.6777
C: -3.9031 1.8385 -3.1760  -0.4028
C: -2.6220 2.6103 -2.9083  -1.6071
N: -2.2438 2.5274 -1.4908  0.3499
C: -1.3878 1.6372 -0.9548  0.3254
N: -1.2216 1.8660 0.3473  0.6405
C: -2.0026 2.9369 0.6688  -1.1268
C: -2.6472 3.3418 -0.4516  0.0227
N: -3.6133 4.3979 -0.5487  1.0846
O: -4.2273 4.5112 -1.5911  -0.6130
O: -3.7574 5.0779 0.4422  -0.6328
C: -0.7255 0.5234 -1.6828  -0.3914
H: -2.9095 -0.4144 -7.4897  0.3862
H: -3.2019 1.3281 -7.5736  0.3591
H: -4.5554 0.2107 -7.3389  0.3654
H: -2.2802 0.6899 -5.3257  0.2462
H: -3.6447 -0.4298 -5.0841  0.4022
H: -3.8514 0.8085 -2.8164  0.4010
H: -4.7573 2.3233 -2.7021  0.3907
H: -2.7461 3.6548 -3.1724  0.4378
H: -1.7835 2.2269 -3.4846  0.6569
H: -2.0856 3.3376 1.6604  0.5991
H: -1.1275 0.3877 -2.6829  0.2701
H: -0.8858 -0.4032 -1.1275  -0.0855
H: 0.3476 0.7055 -1.7497  0.1176
C: 0.7363 -5.0902 -3.0257  -1.5862
C: 0.7167 -4.4877 -1.6518  1.0313
C: 1.0531 -3.1542 -1.4435  -1.1538
C: 1.0371 -2.5990 -0.1729  -0.0343
C: 0.6801 -3.3952 0.9021  -0.2459
C: 0.3563 -4.7385 0.7255  -0.5295
C: 0.3683 -5.2704 -0.5475  -0.8422
S: 0.7693 -2.7705 2.5352  1.1576
O: 0.7556 -1.3049 2.4454  -0.1145
O: 1.8796 -3.2955 3.2624  -0.7089
N: -0.5636 -3.3538 3.2484  -0.2207
C: -1.9417 -3.2466 2.7647  -0.7224
C: -2.6612 -1.9514 3.1351  -0.7618
C: -1.9880 -0.7872 2.4604  0.8632
O: -1.6166 0.2259 3.1336  -0.5479
O: -1.6569 -0.8800 1.2486  -0.4249
H: 0.9993 -4.3528 -3.7817  0.3547
H: -0.2397 -5.5071 -3.2776  0.3710
H: 1.4603 -5.9045 -3.0774  0.3553
H: 1.3454 -2.5404 -2.2867  0.3892
H: 1.3291 -1.5673 -0.0289  0.7912
H: 0.0976 -5.3533 1.5781  0.5389
H: 0.1108 -6.3123 -0.6915  0.4387
H: -0.4099 -3.5165 4.2346  0.2548
H: -2.4757 -4.1031 3.1736  0.4485
H: -1.9201 -3.3611 1.6812  0.2950
H: -2.6848 -1.7866 4.2110  0.3514
H: -3.6916 -2.0217 2.7781  0.3416

Values from the calculation:
**Electronic energy**: -115187.2773 eV
**Frontier orbital gap**: 0.2826 Ha
**Charge**: +1


A cluster of 2 separate species, C5H10O2 in total. Source: the OMol25 dataset; level of theory: wB97M-V/def2-TZVPD.

Last column: Mulliken charge in e.
Positions of all 17 atoms, in Å:
C: 0.9450 1.5001 0.2429  -1.0858
C: -0.1468 0.7580 0.4030  -0.1552
C: -1.1436 0.4755 -0.6898  -0.1413
C: -2.0491 -0.7366 -0.4772  -1.1521
H: 1.6409 1.6889 1.0522  0.3414
H: 1.2018 1.9198 -0.7288  0.3569
H: -0.3635 0.3317 1.3844  0.3468
H: -0.6207 0.3825 -1.6512  0.2499
H: -1.7621 1.3771 -0.7615  0.3328
H: -2.8173 -0.7786 -1.2574  0.3417
H: -1.4869 -1.6757 -0.5048  0.2464
H: -2.5659 -0.6772 0.4873  0.3129
O: 3.0835 -0.4749 0.3957  -0.5276
C: 2.1503 -0.6868 -0.3308  0.1947
O: 1.1004 -1.4666 -0.0068  -0.3816
H: 2.0466 -0.3222 -1.3618  0.4156
H: 1.2015 -1.6652 0.9392  0.3046

Values from the calculation:
**Electronic energy**: -9441.1504 eV
**Frontier orbital gap**: 0.3800 Ha
**SMILES**: C=CCC.O=CO
**Charge**: 0


E_LUMO values (in eV) by entry order: -2.871; 0.893.